i.
# C3H4OS

The molecule C3H4OS (wB97M-V/def2-TZVPD, the OMol25 dataset).

Calculated values
E_HOMO: -8.77 eV
SMILES: C=COC=S
HOMO-LUMO gap: 9.2802 eV

The geometry in ORCA input format:
```
! wB97M-V def2-TZVPD RIJCOSX def2/J DEFGRID3
* xyz 0 1
C 1.6379 -0.5398 0.1766
C 0.5979 0.1305 -0.1972
C -1.6173 0.1773 0.0635
H 2.5163 0.2830 -0.2546
H 1.5995 -1.4612 0.2098
H 0.4292 1.1857 -0.4168
H -1.4627 1.1765 0.6542
O -0.6533 -0.5997 -0.1996
S -3.0476 -0.3523 -0.0359
*
```

Löwdin atomic charge list, values in e, 2 entries: 0.068, -0.176

=====

ii.
# C3H4OS

The molecule C3H4OS (wB97M-V/def2-TZVPD, the OMol25 dataset).

Calculated values
E_HOMO: -7.49 eV
SMILES: OCC1=CS1
HOMO-LUMO gap: 8.1495 eV

The geometry in ORCA input format:
```
! wB97M-V def2-TZVPD RIJCOSX def2/J DEFGRID3
* xyz 0 1
C 0.7408 -1.5443 0.7830
C 0.2755 -0.4400 0.3098
C -0.6245 0.6014 -0.1141
O 0.1968 1.4202 -0.9720
S 2.0752 -0.3989 0.3889
H 0.4323 -2.2599 1.4701
H -0.4097 1.3453 -1.7169
H -1.2351 1.1505 0.6294
H -1.4514 0.1257 -0.7782
*
```

Löwdin atomic charge list, values in e, 2 entries: -0.316, -0.525

=====

iii.
# C3H4OS

A structure of composition C3H4OS (wB97M-V/def2-TZVPD, the OMol25 dataset).

Calculated values
E_HOMO: -8.89 eV
HOMO-LUMO gap: 9.3975 eV

The geometry in ORCA input format:
```
! wB97M-V def2-TZVPD RIJCOSX def2/J DEFGRID3
* xyz 0 1
C 0.8352 1.0889 0.7176
C 0.2683 -0.0479 0.4475
C -1.5248 -0.6135 -0.1820
O 2.2115 -0.2392 -1.2617
S 1.9811 -0.3067 0.1980
H 1.0294 2.2284 0.7539
H -1.2089 -1.2449 -1.0126
H -1.7936 0.3556 -0.3584
H -1.7982 -1.2207 0.6977
*
```

Löwdin atomic charge list, values in e, 2 entries: -0.194, -0.388

=====

iv.
# C3H4OS

The molecule C3H4OS (wB97M-V/def2-TZVPD, the OMol25 dataset).

Calculated values
E_HOMO: -8.42 eV
SMILES: C=C1S[C@H]1O
HOMO-LUMO gap: 8.6502 eV

The geometry in ORCA input format:
```
! wB97M-V def2-TZVPD RIJCOSX def2/J DEFGRID3
* xyz 0 1
C 0.0649 0.3495 0.1248
C 1.2676 0.8544 -0.2295
C -0.7729 -0.7115 0.4980
O -1.1753 -1.6871 -0.3820
S -1.3383 1.3704 0.4539
H 1.3962 2.0072 -0.3650
H 2.1501 0.2077 -0.3547
H -0.9929 -1.3370 -1.2133
H -0.5994 -1.0536 1.4678
*
```

Löwdin atomic charge list, values in e, 2 entries: -0.765, -0.024

=====

Verdict on stability: iv comes out on top.

=====

i.
# C2H6N2O

The molecule C2H6N2O (wB97M-V/def2-TZVPD, the OMol25 dataset).

Calculated values
E_HOMO: -9.16 eV
SMILES: [H]/N=C(\N)OC
HOMO-LUMO gap: 10.0493 eV

The geometry in ORCA input format:
```
! wB97M-V def2-TZVPD RIJCOSX def2/J DEFGRID3
* xyz 0 1
C -1.7503 -0.0597 0.0299
C 0.5750 0.0250 -0.0275
H -1.9167 0.2864 1.0980
H -1.8003 0.8242 -0.7023
H -2.5274 -0.8647 -0.3303
H 1.7935 -1.6629 -0.0510
H 2.5448 -0.1488 0.2313
H 1.4129 1.7273 -0.0698
N 1.7095 -0.6550 -0.0223
N 0.4817 1.3166 -0.0626
O -0.5226 -0.7884 -0.0932
*
```

Löwdin atomic charge list, values in e, 2 entries: -0.111, -0.612

=====

ii.
# C2H6N2O

The molecule C2H6N2O (wB97M-V/def2-TZVPD, the OMol25 dataset).

Calculated values
E_HOMO: -7.80 eV
SMILES: C/[N+]([O-])=C/N
HOMO-LUMO gap: 8.7017 eV

The geometry in ORCA input format:
```
! wB97M-V def2-TZVPD RIJCOSX def2/J DEFGRID3
* xyz 0 1
C -0.0974 -0.3674 -0.7689
C 0.8392 -0.0392 1.5171
N -0.8113 0.0193 -1.8805
N -0.0668 0.3979 0.2727
O -0.7175 1.4743 0.3948
H 0.4874 -1.2685 -0.8086
H 1.6520 0.6759 1.5740
H 1.1961 -1.0464 1.3525
H 0.2019 0.0379 2.3893
H -1.2965 -0.7109 -2.3803
H -1.3871 0.8270 -1.6621
*
```

Löwdin atomic charge list, values in e, 2 entries: -0.200, 0.047

=====

Verdict on stability: i comes out on top.

=====

i.
# C2H6N2O

A cluster of 2 separate species, C2H6N2O in total (wB97M-V/def2-TZVPD, the OMol25 dataset).

Calculated values
E_HOMO (alpha / beta): -6.98 / -6.98 eV
HOMO-LUMO gap (alpha / beta): 7.8537 / 7.8589 eV

The geometry in ORCA input format:
```
! wB97M-V def2-TZVPD RIJCOSX def2/J DEFGRID3
* xyz 0 1
C -0.9937 -1.6083 -1.3197
C 0.3677 -0.8336 0.4941
N 0.1549 1.5307 -0.1162
N -0.0600 0.4615 0.6935
O -0.9239 -2.1265 -2.4272
H -1.9623 -1.3998 -0.7934
H 0.2716 -1.5930 1.1551
H 1.2901 -0.9941 -0.1304
H 0.9081 2.1838 -0.0264
H 0.2971 1.1210 -1.0433
H -0.8899 0.6577 1.2642
*
```

Löwdin atomic charge list, values in e, 2 entries: -0.138, -0.034

=====

ii.
# C2H6N2O

The molecule C2H6N2O (wB97M-V/def2-TZVPD, the OMol25 dataset).

Calculated values
E_HOMO: -9.31 eV
SMILES: [H]/N=C(/C)ON
HOMO-LUMO gap: 10.1880 eV

The geometry in ORCA input format:
```
! wB97M-V def2-TZVPD RIJCOSX def2/J DEFGRID3
* xyz 0 1
C -0.1925 -0.0576 -0.3848
C 1.1226 -0.0860 -1.3121
N -1.2889 0.3445 -0.8530
N -0.6728 -0.0859 1.8879
O 0.1202 -0.4716 0.8201
H 1.5262 -1.1030 -1.5653
H 0.6568 0.4245 -2.1512
H 1.8750 0.3536 -0.8240
H -2.0790 0.1907 -0.2875
H -0.6402 0.9258 1.8645
H -0.4274 -0.4350 2.8053
*
```

Löwdin atomic charge list, values in e, 2 entries: -0.502, 0.018

=====

Verdict on stability: ii comes out on top.

=====

i.
# C2H6N2O

A cluster of 2 separate species, C2H6N2O in total (wB97M-V/def2-TZVPD, the OMol25 dataset).

Calculated values
E_HOMO: -9.61 eV
SMILES: CC#N.NO
HOMO-LUMO gap: 10.1503 eV

The geometry in ORCA input format:
```
! wB97M-V def2-TZVPD RIJCOSX def2/J DEFGRID3
* xyz 0 1
C -1.1612 -0.7627 0.1989
C -1.9440 0.4387 0.1290
N -0.2708 -1.4869 0.1802
N 2.3901 -0.3582 0.1572
O 1.7218 0.9058 0.1756
H 1.0721 0.8093 -0.5299
H -2.7413 0.3816 0.7415
H -2.1841 0.5052 -0.8550
H -1.3098 1.2003 0.3027
H 2.6644 -0.4771 -0.8292
H 1.7628 -1.1561 0.3290
*
```

Löwdin atomic charge list, values in e, 2 entries: -0.224, -0.023

=====

ii.
# C2H6N2O

The molecule C2H6N2O (wB97M-V/def2-TZVPD, the OMol25 dataset).

Calculated values
E_HOMO: -8.30 eV
SMILES: C=C[N@@H+](N)[O-]
HOMO-LUMO gap: 9.3757 eV

The geometry in ORCA input format:
```
! wB97M-V def2-TZVPD RIJCOSX def2/J DEFGRID3
* xyz 0 1
N 0.4067 -0.5508 0.2533
N 1.7059 -0.4239 -0.3538
C -0.5129 0.6031 0.0458
C -1.7473 0.4604 -0.4142
O 0.3282 -0.3844 1.5782
H -0.0120 -1.4311 -0.0944
H 2.3079 -1.1213 0.0807
H 2.0909 0.4769 -0.0787
H -0.0175 1.5518 0.1829
H -2.3407 1.3260 -0.6541
H -2.2090 -0.5067 -0.5458
*
```

Löwdin atomic charge list, values in e, 2 entries: -0.344, 0.100

=====

iii.
# C2H6N2O

The molecule C2H6N2O (wB97M-V/def2-TZVPD, the OMol25 dataset).

Calculated values
E_HOMO: -9.74 eV
SMILES: [H]/N=C(\N)OC
HOMO-LUMO gap: 10.6125 eV

The geometry in ORCA input format:
```
! wB97M-V def2-TZVPD RIJCOSX def2/J DEFGRID3
* xyz 0 1
C 1.7038 0.4186 0.0377
C -0.6208 -0.4606 -0.0671
H 1.7026 0.3279 1.1858
H 2.5769 -0.1844 -0.3210
H 1.8170 1.4176 -0.3819
H -1.3327 1.2382 -0.4869
H -2.5643 0.1792 -0.1791
H -1.4936 -1.7660 0.9621
N -1.6411 0.3054 -0.5496
N -0.6512 -1.5598 0.5308
O 0.5034 0.0840 -0.7309
*
```

Löwdin atomic charge list, values in e, 2 entries: -0.069, -0.569

=====

Verdict on stability: iii comes out on top.

=====

i.
# C2H6N2O

The molecule C2H6N2O (wB97M-V/def2-TZVPD, the OMol25 dataset).

Calculated values
E_HOMO (alpha / beta): -8.42 / -8.42 eV
SMILES: CN(N)C=O
HOMO-LUMO gap (alpha / beta): 8.6272 / 8.6257 eV

The geometry in ORCA input format:
```
! wB97M-V def2-TZVPD RIJCOSX def2/J DEFGRID3
* xyz 0 1
C -0.6624 0.5582 0.9761
N 0.0731 -0.0089 -0.1367
N 0.8750 0.9359 -0.8098
C 0.3031 -1.7243 -0.3573
O -0.0042 -2.4937 0.4786
H 1.7639 0.5135 -1.0666
H 0.4215 1.2673 -1.6612
H -0.2054 -1.1429 -1.2335
H -1.2902 -0.2188 1.4175
H 0.0306 0.9269 1.7389
H -1.3048 1.3869 0.6539
*
```

Löwdin atomic charge list, values in e, 2 entries: -0.109, -0.301

=====

ii.
# C2H6N2O

A cluster of 2 separate species, C2H6N2O in total (wB97M-V/def2-TZVPD, the OMol25 dataset).

Calculated values
E_HOMO: -9.53 eV
SMILES: [H]/N=C/N.C=O
HOMO-LUMO gap: 10.2907 eV

The geometry in ORCA input format:
```
! wB97M-V def2-TZVPD RIJCOSX def2/J DEFGRID3
* xyz 0 1
O 3.1237 1.8810 1.8943
C 2.1509 1.5167 1.2851
H 1.6202 0.6171 1.6236
H 1.8490 2.0985 0.3954
N -0.9454 -0.0825 -1.3760
C -1.3659 -1.1598 -0.6750
N -1.2910 -1.3413 0.5899
H -0.7432 -0.1486 -2.3553
H -0.7637 0.7599 -0.8711
H -1.7772 -1.9701 -1.2823
H -1.8574 -2.1710 0.7714
*
```

Löwdin atomic charge list, values in e, 2 entries: -0.018, -0.144

=====

Verdict on stability: ii comes out on top.

=====

i.
# C2H4O2S

A structure of composition C2H4O2S (wB97M-V/def2-TZVPD, the OMol25 dataset).

Calculated values
E_HOMO: -9.47 eV
HOMO-LUMO gap: 10.2471 eV

The geometry in ORCA input format:
```
! wB97M-V def2-TZVPD RIJCOSX def2/J DEFGRID3
* xyz 0 1
C -0.6897 -0.7905 -0.0693
C -0.2473 0.7641 -0.0984
O 2.3021 0.7322 0.5437
O 0.6280 -1.2422 0.2154
S 1.4191 0.1073 -0.3717
H -1.3587 -0.9783 0.7061
H -1.0717 -1.1576 -1.0485
H -0.7722 1.4915 -0.7837
H -0.2095 1.0734 0.9062
*
```

Löwdin atomic charge list, values in e, 2 entries: -0.255, -0.236

=====

ii.
# C2H4O2S

The molecule C2H4O2S (wB97M-V/def2-TZVPD, the OMol25 dataset).

Calculated values
E_HOMO: -9.73 eV
SMILES: O[C@@]1(S)CO1
HOMO-LUMO gap: 10.4220 eV

The geometry in ORCA input format:
```
! wB97M-V def2-TZVPD RIJCOSX def2/J DEFGRID3
* xyz 0 1
C 0.9664 -0.2154 -0.4093
C -0.2263 0.2952 0.1479
O 0.5932 -0.5358 0.8943
O -0.2209 1.8321 0.0953
S -1.9348 -0.1504 -0.0331
H 0.9793 -1.0975 -0.9679
H 1.7528 0.4423 -0.5198
H -0.8185 1.9712 0.8395
H -2.0130 0.6622 -1.0968
*
```

Löwdin atomic charge list, values in e, 2 entries: -0.118, -0.826

=====

iii.
# C2H4O2S

A structure of composition C2H4O2S (wB97M-V/def2-TZVPD, the OMol25 dataset).

Calculated values
E_HOMO: -9.94 eV
HOMO-LUMO gap: 10.3655 eV

The geometry in ORCA input format:
```
! wB97M-V def2-TZVPD RIJCOSX def2/J DEFGRID3
* xyz 0 1
C -0.7881 0.9690 -0.1608
C 0.2049 0.0625 0.2940
O -0.1472 1.0900 1.0942
O -0.5445 -1.6595 0.5677
S 1.8598 -0.1640 -0.2158
H -0.6286 1.7815 -0.8153
H -1.8365 0.8120 -0.1197
H 0.3301 -1.9960 0.7705
H 1.5501 -0.8954 -1.4149
*
```

Löwdin atomic charge list, values in e, 2 entries: -0.112, -0.725

=====

iv.
# C2H4O2S

A cluster of 2 separate species, C2H4O2S in total (wB97M-V/def2-TZVPD, the OMol25 dataset).

Calculated values
E_HOMO (alpha / beta): -9.64 / -9.64 eV
HOMO-LUMO gap (alpha / beta): 7.1767 / 7.1748 eV

The geometry in ORCA input format:
```
! wB97M-V def2-TZVPD RIJCOSX def2/J DEFGRID3
* xyz 0 1
C -0.9994 0.2608 0.1141
C 0.3779 0.8034 -0.0385
O -3.4556 -0.4219 -0.1142
O -0.8410 -2.3408 -0.0460
S -2.5560 0.6568 0.0391
H 0.0861 1.8223 -0.4246
H 0.7799 0.0357 -0.5963
H 0.8352 0.7534 0.8640
H -1.3810 -2.7289 0.5741
*
```

Löwdin atomic charge list, values in e, 2 entries: -0.269, -0.088

=====

Verdict on stability: i comes out on top.

=====

i.
# C2H4O2S

The molecule C2H4O2S (wB97M-V/def2-TZVPD, the OMol25 dataset).

Calculated values
E_HOMO: -9.07 eV
SMILES: OCC(O)=S
HOMO-LUMO gap: 9.3998 eV

The geometry in ORCA input format:
```
! wB97M-V def2-TZVPD RIJCOSX def2/J DEFGRID3
* xyz 0 1
C -0.4175 0.2424 0.6077
C -0.3833 -0.6081 -0.6541
H 1.0501 1.2295 -0.1600
H -0.6784 -0.2022 1.5175
H -1.1906 1.0168 0.4632
H 1.3396 -0.6160 -0.0215
O 0.9328 0.7752 0.7236
O 0.9042 -0.9427 -0.7907
S -1.5569 -0.8950 -1.6858
*
```

Löwdin atomic charge list, values in e, 2 entries: -0.197, -0.913

=====

ii.
# C2H4O2S

A cluster of 2 separate species, C2H4O2S in total (wB97M-V/def2-TZVPD, the OMol25 dataset).

Calculated values
E_HOMO (alpha / beta): -8.58 / -8.01 eV
HOMO-LUMO gap (alpha / beta): 7.5303 / 7.1075 eV

The geometry in ORCA input format:
```
! wB97M-V def2-TZVPD RIJCOSX def2/J DEFGRID3
* xyz 0 1
C -0.1813 0.9952 -0.6492
C -0.4971 -1.4065 -0.3276
O 1.7286 2.7553 1.9567
O -0.8229 -0.0402 -0.1893
S 0.3291 2.4366 1.6069
H 0.6961 0.5416 -1.3302
H -1.3230 -2.0141 -0.5717
H -0.1386 -1.7685 0.5881
H 0.2091 -1.4995 -1.0838
*
```

Löwdin atomic charge list, values in e, 2 entries: -0.056, -0.055

=====

iii.
# C2H4O2S

A structure of composition C2H4O2S (wB97M-V/def2-TZVPD, the OMol25 dataset).

Calculated values
E_HOMO: -9.69 eV
HOMO-LUMO gap: 10.3131 eV

The geometry in ORCA input format:
```
! wB97M-V def2-TZVPD RIJCOSX def2/J DEFGRID3
* xyz 0 1
C -0.6114 -0.7016 0.3077
C -0.2998 0.7812 -0.3775
O 2.0998 0.6180 0.7132
O 0.5820 -1.2866 -0.2103
S 1.4663 0.1594 -0.4867
H -0.4684 -0.7673 1.4294
H -1.4959 -1.1179 -0.2093
H -0.7084 0.6991 -1.4126
H -0.5642 1.6156 0.2461
*
```

Löwdin atomic charge list, values in e, 2 entries: -0.249, -0.220

=====

Verdict on stability: i comes out on top.

=====

i.
# C2H4O2S

The molecule C2H4O2S (wB97M-V/def2-TZVPD, the OMol25 dataset).

Calculated values
E_HOMO (alpha / beta): -8.93 / -8.93 eV
SMILES: CC(=S)OO
HOMO-LUMO gap (alpha / beta): 8.9674 / 8.9669 eV

The geometry in ORCA input format:
```
! wB97M-V def2-TZVPD RIJCOSX def2/J DEFGRID3
* xyz 0 1
C 0.7929 -0.0249 -0.0215
C -0.2680 -0.9951 -0.0761
O -0.8282 1.6959 -0.2169
O 0.5922 1.3137 -0.2716
S 2.3480 -0.4504 -0.0386
H -0.5488 -1.5503 -1.0070
H -1.1169 -0.4733 0.3927
H -0.1021 -1.7264 0.6755
H -0.8690 2.2108 0.5635
*
```

Löwdin atomic charge list, values in e, 2 entries: -0.893, -0.124

=====

ii.
# C2H4O2S

A cluster of 2 separate species, C2H4O2S in total (wB97M-V/def2-TZVPD, the OMol25 dataset).

Calculated values
E_HOMO: -9.99 eV
HOMO-LUMO gap: 9.4467 eV

The geometry in ORCA input format:
```
! wB97M-V def2-TZVPD RIJCOSX def2/J DEFGRID3
* xyz 0 1
C -1.4155 -0.7495 -0.0009
C 0.6265 0.7955 -0.1741
O 2.9106 0.1379 0.9040
O -0.9272 -1.6654 0.6029
S 2.2344 0.5867 -0.2881
H -1.7497 0.1936 0.4632
H -1.8726 -0.8547 -0.9973
H 0.1698 0.7785 -1.1534
H 0.0237 0.7774 0.6438
*
```

Löwdin atomic charge list, values in e, 2 entries: -0.219, -0.332

=====

Verdict on stability: ii comes out on top.